Below is a 12-piece molecular cluster, C48H120O24 overall, with properties calculated with ωB97M-V with the def2-TZVPD basis set.

Last column: Löwdin charge in e.
Geometry (Å):
C 4.76702 0.86789 5.33370  -0.109
O 4.80288 2.18547 5.82452  -0.166
C 5.74604 3.01585 5.16815  -0.211
C 5.28679 3.50684 3.82720  -0.179
O 5.36614 2.36108 2.94539  -0.234
C 4.72093 2.58487 1.70599  -0.108
H 5.79152 0.44581 5.23206  0.100
H 4.35202 0.76984 4.34080  0.050
H 4.09512 0.29411 5.98676  0.090
H 6.70779 2.43834 5.00245  0.141
H 5.95110 3.90004 5.76980  0.124
H 6.01005 4.23258 3.47930  0.126
H 4.24010 3.81944 3.90873  0.135
H 4.97977 1.69819 1.10885  0.079
H 5.15218 3.42899 1.19693  0.069
H 3.63176 2.74008 1.82887  0.100
C 3.93006 3.79186 -2.30095  -0.114
O 4.87596 3.54289 -1.30022  -0.208
C 6.13340 3.08798 -1.75940  -0.199
C 6.18572 1.77821 -2.52046  -0.219
O 5.74827 1.94016 -3.85137  -0.187
C 5.81900 0.72549 -4.57199  -0.107
H 3.34932 2.91315 -2.53833  0.052
H 4.39491 4.30097 -3.17942  0.112
H 3.16365 4.44606 -1.88349  0.092
H 6.73811 2.93803 -0.86384  0.121
H 6.56075 3.92946 -2.36723  0.143
H 5.48313 1.08556 -1.95963  0.126
H 7.21116 1.37326 -2.45009  0.133
H 5.29732 -0.11982 -4.08955  0.090
H 6.86722 0.43414 -4.64868  0.084
H 5.49816 0.86613 -5.58819  0.079
C -5.51515 3.91105 0.63778  -0.100
O -4.82911 3.02900 1.51923  -0.147
C -3.89847 2.23585 0.85110  -0.244
C -2.92326 1.47107 1.71751  -0.188
O -3.72860 0.65449 2.56421  -0.199
C -3.06826 0.12778 3.70048  -0.107
H -5.90357 4.72902 1.24904  0.085
H -6.36322 3.39624 0.13232  0.099
H -4.93418 4.38509 -0.17686  0.075
H -3.34463 2.82685 0.10032  0.110
H -4.35036 1.43459 0.23887  0.125
H -2.37023 2.23472 2.29858  0.131
H -2.19936 0.85215 1.15927  0.111
H -2.76886 0.96933 4.32567  0.088
H -2.28383 -0.62009 3.52250  0.059
H -3.82340 -0.42883 4.28543  0.095
C 1.70667 0.86634 -5.21670  -0.087
O 0.88263 1.98958 -5.56943  -0.190
C 1.36459 3.24836 -5.04534  -0.184
C 0.35836 4.29113 -5.45149  -0.243
O 0.53415 5.51197 -4.78950  -0.199
C -0.19855 6.58725 -5.38562  -0.081
H 1.20064 -0.03469 -5.56093  0.087
H 1.89009 0.78575 -4.12632  0.075
H 2.69099 0.96469 -5.69808  0.079
H 2.39575 3.45121 -5.37185  0.136
H 1.35661 3.19568 -3.97311  0.098
H -0.66658 3.96021 -5.26671  0.111
H 0.45395 4.42098 -6.55837  0.141
H -1.16950 6.24441 -5.68443  0.082
H 0.39356 6.97966 -6.23887  0.101
H -0.33864 7.31778 -4.60397  0.072
C -5.54850 7.49889 -0.95809  -0.095
O -4.32835 6.76087 -1.05630  -0.198
C -3.39360 7.35577 -1.92530  -0.193
C -2.30115 6.32578 -2.30442  -0.204
O -2.72174 5.30926 -3.16244  -0.169
C -2.05330 4.07005 -2.96346  -0.084
H -6.02665 7.74040 -1.92529  0.095
H -5.47823 8.45045 -0.48532  0.071
H -6.21354 6.86758 -0.38376  0.077
H -2.92470 8.26156 -1.41640  0.147
H -3.94052 7.65330 -2.79493  0.108
H -2.03346 5.84504 -1.35166  0.126
H -1.44290 6.82515 -2.71073  0.099
H -2.55397 3.31772 -3.54963  0.100
H -2.06022 3.78275 -1.91025  0.067
H -1.02127 4.21133 -3.23073  0.063
C 2.58265 -4.38264 0.87641  -0.100
O 1.56799 -4.27642 -0.10765  -0.180
C 1.52302 -2.99845 -0.73291  -0.214
C 0.69037 -3.07223 -1.97970  -0.208
O 1.15545 -3.89164 -3.00787  -0.153
C 2.36011 -3.48260 -3.57048  -0.117
H 2.38458 -5.37629 1.32443  0.102
H 2.46191 -3.62528 1.63314  0.057
H 3.59823 -4.34155 0.43719  0.092
H 2.56980 -2.68487 -0.95437  0.116
H 1.13448 -2.26693 -0.04078  0.092
H 0.55145 -2.03787 -2.30673  0.111
H -0.28117 -3.47689 -1.66810  0.136
H 3.20832 -3.80674 -2.98273  0.083
H 2.38916 -2.40723 -3.77248  0.082
H 2.37042 -3.97798 -4.56157  0.101
C 1.32937 -0.38060 2.25562  -0.088
O 1.16688 -0.79635 3.61084  -0.197
C 0.85658 0.20526 4.54581  -0.196
C 0.74520 -0.49396 5.89813  -0.200
O -0.27550 -1.47609 5.82461  -0.201
C -0.66929 -1.98030 7.07237  -0.116
H 1.37413 -1.31445 1.73670  0.062
H 2.24840 0.20821 2.09342  0.067
H 0.47494 0.24234 1.91229  0.087
H -0.16292 0.66254 4.31794  0.135
H 1.66363 0.96084 4.62441  0.126
H 0.53708 0.28015 6.65475  0.130
H 1.68861 -1.00628 6.17491  0.130
H -1.07658 -1.21340 7.71224  0.079
H 0.16272 -2.46767 7.63365  0.100
H -1.46043 -2.75610 6.95632  0.083
C -5.52449 -1.86765 -2.14165  -0.076
O -6.52600 -1.80063 -3.15287  -0.183
C -6.39716 -2.69743 -4.24565  -0.219
C -7.50128 -2.55950 -5.23845  -0.188
O -7.25552 -1.29827 -5.94365  -0.197
C -8.20227 -1.13091 -7.01266  -0.109
H -4.56424 -1.51174 -2.49807  0.074
H -5.58835 -2.85843 -1.68937  0.081
H -5.84446 -1.17022 -1.39053  0.079
H -6.38730 -3.69307 -3.82834  0.115
H -5.49792 -2.46097 -4.79533  0.126
H -8.50179 -2.54205 -4.77485  0.131
H -7.45698 -3.41257 -5.99704  0.140
H -8.29427 -2.05938 -7.52971  0.063
H -7.87698 -0.33196 -7.71903  0.096
H -9.15527 -0.79194 -6.62807  0.077
C -5.41810 -6.56695 -1.85888  -0.174
O -5.27510 -5.45904 -1.10931  -0.208
C -4.37462 -5.57537 0.03346  -0.142
C -4.67373 -4.53086 1.06568  -0.221
O -4.11468 -3.28419 0.69448  -0.199
C -4.62075 -2.30776 1.62534  -0.070
H -6.06013 -6.32552 -2.69376  0.077
H -5.97526 -7.36084 -1.31167  0.099
H -4.43794 -6.86071 -2.24603  0.094
H -3.40794 -5.44116 -0.38284  0.119
H -4.50557 -6.58542 0.46351  0.134
H -4.33631 -4.83123 2.07021  0.117
H -5.78104 -4.45723 1.12968  0.136
H -5.68412 -2.19487 1.42436  0.097
H -4.12683 -1.38413 1.40247  0.059
H -4.37271 -2.60695 2.66338  0.089
C 4.34978 -1.42392 2.43207  -0.088
O 5.73087 -1.76005 2.64198  -0.185
C 6.48901 -1.70995 1.46776  -0.237
C 7.92648 -2.07391 1.71914  -0.178
O 8.76266 -0.91008 1.87067  -0.193
C 8.41135 -0.17398 3.05122  -0.092
H 3.78070 -1.87623 3.23074  0.095
H 3.94763 -1.85888 1.49685  0.073
H 4.28719 -0.35162 2.38597  0.052
H 6.41646 -0.69077 1.13040  0.114
H 6.04211 -2.37601 0.68693  0.131
H 8.34768 -2.64753 0.89645  0.123
H 7.94277 -2.63970 2.68343  0.137
H 7.60430 0.52064 2.84812  0.069
H 9.30194 0.39142 3.35174  0.095
H 8.09075 -0.84803 3.81243  0.072
C -1.04448 -6.42296 5.23039  -0.101
O -2.36762 -6.33183 4.72761  -0.182
C -2.88899 -5.08229 5.06983  -0.209
C -2.16232 -3.90886 4.34756  -0.219
O -1.87890 -4.23939 2.98526  -0.175
C -1.05397 -3.16929 2.57022  -0.100
H -0.38526 -5.92306 4.48603  0.096
H -0.76164 -7.47935 5.10623  0.090
H -1.00216 -6.08796 6.30564  0.107
H -2.80709 -4.90746 6.15572  0.112
H -3.94950 -5.03593 4.71125  0.132
H -1.16009 -3.66730 4.78735  0.103
H -2.77679 -3.01974 4.30519  0.102
H -0.67234 -3.35095 1.57239  0.086
H -0.18961 -3.03567 3.25320  0.088
H -1.62143 -2.21249 2.62139  0.078
C -2.19949 -1.12174 -1.06344  -0.110
O -1.09387 -0.46197 -0.47462  -0.209
C -0.77478 0.65909 -1.34567  -0.169
C 0.63747 1.13693 -1.00138  -0.215
O 1.55559 0.27441 -1.58687  -0.205
C 2.91781 0.29759 -1.10517  -0.051
H -3.06285 -0.44487 -0.96698  0.083
H -2.34701 -2.03135 -0.50611  0.078
H -1.99519 -1.31685 -2.11649  0.088
H -1.49142 1.50545 -1.27191  0.114
H -0.67849 0.36281 -2.41388  0.134
H 0.78008 1.17447 0.09772  0.112
H 0.76758 2.16130 -1.35916  0.119
H 3.02152 0.13161 -0.02853  0.071
H 3.32377 1.24727 -1.31251  0.036
H 3.43388 -0.46801 -1.72350  0.100

ΔE to the lowest compared entry with this formula, charge and spin in kcal per mole: 32.4
Orbital gap in eV: 9.67
E_tot in hartree: -3706.0053
Spin multiplicity: 1
E_HOMO in Eh: -0.3386
Max |F| in eV/A: 3.5
SMILES string: COCCOC.COCCOC.COCCOC.COCCOC.COCCOC.COCCOC.COCCOC.COCCOC.COCCOC.COCCOC.COCCOC.COCCOC